1.
A cluster of 11 separate species, C25H52F18N5O23S6 in total, computed with ωB97M-V/def2-TZVPD.

Summary:
Highest occupied orbital energy   -4.674 eV
Frontier orbital gap   2.35 eV
Total charge   -1

Last column: Löwdin charge in e.
CARTESIAN COORDINATES (ANGSTROEM)
C  6.76  -0.15  -4.91  0.01
C  7.52  0.14  -3.70  -0.35
O  7.80  -0.81  -2.96  0.14
N  8.21  1.48  -3.42  0.14
H  7.62  2.21  -3.79  0.18
H  8.33  1.61  -2.43  0.19
C  9.64  1.54  -4.00  0.04
H  7.37  -0.35  -5.79  0.11
H  6.05  0.64  -5.15  0.11
H  6.30  -1.12  -4.73  0.11
H  10.40  1.07  -3.38  0.11
H  9.89  2.60  -4.05  0.11
H  9.83  1.05  -4.96  0.10
C  -2.18  -6.03  -3.99  0.02
C  -1.41  -6.58  -5.11  -0.35
O  -0.25  -6.93  -5.07  0.19
N  -2.23  -6.59  -6.47  0.10
H  -2.37  -7.53  -6.82  0.17
H  -3.15  -6.26  -6.20  0.15
C  -1.51  -5.73  -7.57  0.07
H  -2.58  -5.02  -4.13  0.11
H  -1.53  -5.99  -3.12  0.12
H  -3.06  -6.64  -3.79  0.11
H  -0.45  -5.99  -7.65  0.11
H  -1.75  -4.69  -7.37  0.11
H  -2.10  -6.10  -8.42  0.10
C  1.90  -3.19  1.34  0.04
C  2.14  -2.16  0.12  -0.27
O  2.33  -2.65  -1.03  0.08
N  1.98  -0.67  0.28  0.13
H  1.43  -0.49  1.11  0.18
H  2.90  -0.27  0.43  0.19
C  1.31  0.01  -0.98  0.06
H  2.33  -4.14  1.05  0.09
H  0.83  -3.40  1.37  0.09
H  2.20  -3.11  2.38  0.10
H  2.04  -0.02  -1.78  0.10
H  1.03  1.06  -0.83  0.11
H  0.40  -0.56  -1.16  0.10
C  -5.15  -6.50  7.30  0.03
N  -5.81  -6.04  5.97  -0.31
C  -6.80  -4.86  6.33  0.03
C  -4.73  -5.49  5.10  0.00
C  -6.58  -7.20  5.22  -0.07
C  -7.24  -6.98  3.86  -0.22
O  -6.25  -7.07  2.82  -0.05
H  -4.71  -5.69  7.88  0.11
H  -4.50  -7.32  6.98  0.11
H  -5.89  -6.95  7.96  0.10
H  -6.93  -4.18  5.48  0.10
H  -6.21  -4.26  7.03  0.10
H  -7.74  -5.08  6.83  0.11
H  -5.29  -5.09  4.24  0.10
H  -4.09  -6.31  4.78  0.12
H  -4.18  -4.66  5.55  0.12
H  -7.36  -7.51  5.92  0.13
H  -5.85  -8.00  5.19  0.14
H  -7.67  -5.98  3.87  0.11
H  -8.17  -7.50  3.68  0.13
H  -6.64  -6.84  1.97  0.09
C  -3.20  9.08  -4.56  0.01
N  -3.70  8.03  -3.54  -0.33
C  -2.51  7.19  -3.22  0.02
C  -4.25  8.87  -2.39  0.03
C  -4.71  7.19  -4.31  -0.12
C  -5.55  6.25  -3.49  -0.24
O  -6.29  5.49  -4.43  -0.03
H  -2.84  8.53  -5.43  0.11
H  -2.29  9.51  -4.14  0.11
H  -4.01  9.79  -4.77  0.11
H  -1.85  6.92  -4.04  0.12
H  -2.75  6.35  -2.57  0.12
H  -1.93  7.89  -2.62  0.11
H  -5.03  9.52  -2.80  0.11
H  -3.52  9.51  -1.88  0.12
H  -4.65  8.24  -1.59  0.11
H  -4.28  6.62  -5.13  0.15
H  -5.43  7.92  -4.70  0.13
H  -6.12  6.66  -2.66  0.13
H  -4.86  5.51  -3.06  0.13
H  -6.96  6.12  -4.72  0.09
C  1.28  -8.80  6.13  -0.63
F  1.39  -9.47  7.33  0.08
F  0.65  -7.61  6.28  0.09
F  2.52  -8.50  5.76  0.12
S  0.40  -9.89  4.84  0.52
O  0.31  -8.97  3.66  -0.41
O  1.32  -11.03  4.51  -0.39
O  -0.91  -10.35  5.33  -0.39
C  -5.60  1.71  2.52  -0.61
F  -5.05  1.17  3.55  0.17
F  -6.65  2.43  2.91  0.11
F  -4.64  2.59  1.87  0.01
S  -6.15  0.35  1.30  0.46
O  -7.19  -0.39  1.98  -0.37
O  -6.57  0.94  0.01  -0.38
O  -4.93  -0.46  1.11  -0.40
C  4.47  8.65  -0.07  -0.77
F  4.33  8.51  -1.34  0.15
F  5.32  9.60  0.28  0.13
F  3.34  8.85  0.49  0.16
S  5.12  6.91  0.60  0.50
O  5.27  7.01  2.06  -0.37
O  4.06  5.92  0.23  -0.41
O  6.42  6.68  -0.03  -0.39
C  8.41  -0.95  4.37  -0.71
F  8.60  -1.91  3.46  0.09
F  7.37  -1.14  5.10  0.18
F  9.50  -1.00  5.14  0.10
S  8.28  0.81  3.53  0.44
O  8.45  1.72  4.61  -0.32
O  9.39  0.91  2.56  -0.40
O  6.98  0.78  2.89  -0.37
C  4.12  7.65  -8.10  -0.66
F  5.16  8.53  -8.10  0.10
F  3.22  8.06  -7.26  0.15
F  3.69  7.43  -9.36  0.09
S  4.62  5.90  -7.49  0.41
O  5.33  5.26  -8.58  -0.37
O  5.48  6.01  -6.34  -0.36
O  3.39  5.27  -7.07  -0.37
C  1.17  0.34  7.78  -0.66
F  1.77  0.52  8.98  0.08
F  1.78  -0.70  7.22  0.11
F  -0.12  0.12  8.05  0.09
S  1.32  1.96  6.68  0.52
O  0.34  2.91  7.20  -0.37
O  2.76  2.40  6.82  -0.38
O  1.02  1.35  5.38  -0.40

=====

2.
The ion C5H12N4 with charge +2, computed with ωB97M-V/def2-TZVPD.

Summary:
Highest occupied orbital energy   -17.954 eV
Frontier orbital gap   8.48 eV
Total charge   +2

Last column: natural (NBO) charge in e.
CARTESIAN COORDINATES (ANGSTROEM)
C  1.08  -0.54  -0.21  0.49
C  -1.77  -0.23  0.02  0.56
C  0.34  0.82  -0.09  0.46
C  1.21  2.03  0.04  -0.72
C  1.47  -1.18  1.10  -0.70
N  -0.93  0.88  -0.10  -0.45
N  -1.19  -1.35  0.34  -0.72
N  -3.03  0.09  -0.38  -0.80
N  1.35  -1.02  -1.39  -0.62
H  0.56  2.88  0.32  0.27
H  1.93  2.36  -0.70  0.32
H  1.83  1.83  1.04  0.31
H  0.87  -0.81  1.92  0.28
H  2.58  -1.05  1.41  0.31
H  1.21  -2.25  0.85  0.29
H  -1.28  1.82  -0.07  0.46
H  -1.80  -2.20  0.43  0.43
H  -3.48  0.97  -0.89  0.47
H  -3.70  -0.55  -0.03  0.43
H  0.95  -0.51  -2.17  0.45
H  1.78  -1.98  -1.44  0.48

=====

3.
An isolated molecule of C5H8N2, computed with ωB97M-V/def2-TZVPD.

Summary:
Highest occupied orbital energy   -9.052 eV
Frontier orbital gap   8.38 eV
Total charge   0

Last column: natural (NBO) charge in e.
CARTESIAN COORDINATES (ANGSTROEM)
C  -1.63  -1.01  -0.16  -0.15
C  -0.20  -1.56  -0.38  0.22
C  -0.41  0.90  -0.67  -0.26
C  0.57  -0.29  -0.58  -0.43
C  1.63  -0.26  0.57  -0.59
N  -2.16  0.05  0.81  -0.43
N  -1.84  0.41  -0.56  -0.25
H  -2.36  -1.55  -0.57  0.19
H  -0.12  1.60  0.14  0.21
H  -0.30  1.40  -1.67  0.21
H  0.87  -0.30  -1.61  0.26
H  1.02  -0.26  1.42  0.21
H  2.27  0.54  0.54  0.22
H  2.30  -1.18  0.70  0.23
H  -3.12  -0.07  0.95  0.36

=====

4.
A cluster of 2 separate species, C23H27Cl2OSi in total, computed with ωB97M-V/def2-TZVPD.

Summary:
Highest occupied orbital energy   -10.047 eV
Frontier orbital gap   4.14 eV
Total charge   +1

Last column: natural (NBO) charge in e.
CARTESIAN COORDINATES (ANGSTROEM)
C  2.53  1.51  3.46  -1.15
Si  1.51  -0.03  3.22  1.89
C  0.78  -0.12  1.50  -1.15
C  2.48  -1.56  3.64  -1.15
O  0.23  0.04  4.35  -0.84
C  -1.06  0.06  3.97  0.35
C  -1.77  1.15  3.53  -0.31
C  -3.11  0.75  3.05  -0.42
C  -3.05  -0.80  3.03  -0.38
C  -1.88  -1.22  3.92  -0.47
H  3.35  1.49  2.73  0.23
H  1.95  2.42  3.29  0.25
H  2.96  1.56  4.47  0.26
H  1.60  -0.19  0.77  0.21
H  0.13  -1.00  1.37  0.24
H  0.19  0.77  1.25  0.25
H  3.30  -1.65  2.92  0.23
H  2.91  -1.52  4.65  0.26
H  1.86  -2.47  3.58  0.25
H  -1.41  2.17  3.54  0.21
H  -3.90  1.05  3.76  0.20
H  -3.39  1.16  2.07  0.20
H  -3.99  -1.24  3.37  0.21
H  -2.85  -1.13  2.00  0.19
H  -1.33  -2.08  3.53  0.21
H  -2.24  -1.49  4.92  0.22
Cl  0.38  6.72  -2.44  0.10
C  0.69  5.05  -2.35  0.04
C  1.82  4.57  -1.65  -0.24
C  2.07  3.21  -1.59  -0.10
C  1.19  2.27  -2.19  -0.18
C  1.45  0.86  -2.09  0.08
C  0.60  -0.10  -2.61  -0.32
C  0.83  -1.47  -2.57  0.08
C  -0.07  -2.42  -3.17  -0.16
C  0.18  -3.81  -3.05  -0.10
C  -0.66  -4.75  -3.62  -0.24
C  -1.79  -4.33  -4.34  0.03
Cl  -2.84  -5.48  -5.06  0.10
C  -2.07  -2.96  -4.47  -0.22
C  -1.22  -2.02  -3.90  -0.11
C  0.07  2.78  -2.90  -0.06
C  -0.19  4.14  -2.96  -0.26
H  2.49  5.29  -1.18  0.25
H  2.95  2.84  -1.06  0.23
H  2.39  0.55  -1.62  0.23
H  -0.32  0.24  -3.07  0.21
H  1.73  -1.85  -2.08  0.23
H  1.06  -4.14  -2.49  0.23
H  -0.47  -5.82  -3.52  0.25
H  -2.95  -2.64  -5.02  0.25
H  -1.45  -0.97  -4.02  0.22
H  -0.62  2.10  -3.40  0.21
H  -1.06  4.51  -3.49  0.25

=====

5.
A structure of composition C33H35Cl5N4P2Pt, computed with ωB97M-V/def2-TZVPD.

Summary:
Highest occupied orbital energy (alpha / beta)   -10.933 / -11.629 eV
2S+1   5
Frontier orbital gap (alpha / beta)   5.63 / 2.11 eV
Total charge   +2

Last column: Löwdin charge in e.
CARTESIAN COORDINATES (ANGSTROEM)
Pt  0.19  -0.47  3.65  1.25
C  -1.00  1.68  3.55  -0.13
C  -1.28  0.68  2.59  -0.29
C  -0.81  0.86  1.15  -0.25
C  0.50  0.23  0.72  -0.25
C  1.40  -0.09  1.89  -0.32
C  1.78  1.00  2.72  -0.25
C  1.33  2.41  2.60  -0.18
C  -0.01  2.77  3.34  -0.18
C  1.62  -1.66  4.42  -0.23
H  -1.77  1.90  4.29  0.13
H  -2.25  0.20  2.72  0.09
H  -0.74  1.94  0.95  0.10
H  -1.64  0.43  0.55  0.03
H  0.27  -0.67  0.14  0.05
H  0.99  0.94  0.05  0.10
H  2.15  -0.90  1.76  0.11
H  2.68  0.82  3.31  0.11
H  1.33  2.75  1.56  0.11
H  2.09  3.03  3.08  0.12
H  0.27  3.15  4.33  0.09
H  -0.56  3.59  2.85  0.14
H  1.69  -1.40  5.48  0.01
H  2.56  -1.41  3.92  0.01
H  1.33  -2.72  4.28  0.03
P  1.93  -0.94  -2.16  1.15
P  -1.95  -0.44  -1.89  1.17
N  3.22  0.23  -2.61  -0.28
N  2.43  -2.29  -3.42  -0.23
N  -2.02  1.33  -2.31  -0.18
N  -3.50  -0.88  -2.68  -0.28
C  0.67  -0.19  -3.29  -0.42
C  -0.74  -0.83  -3.32  -0.36
C  4.15  0.63  -1.62  -0.16
C  5.17  1.39  -2.21  -0.08
C  4.90  1.41  -3.64  -0.07
C  3.71  0.71  -3.84  -0.15
C  2.60  -3.63  -3.06  -0.17
C  2.95  -4.38  -4.19  -0.09
C  3.03  -3.47  -5.29  -0.07
C  2.70  -2.21  -4.79  -0.16
C  -1.93  2.19  -1.22  -0.06
C  -1.72  3.48  -1.64  0.02
C  -1.84  3.48  -3.06  0.05
C  -1.97  2.14  -3.46  0.02
C  -4.24  -0.23  -3.68  -0.15
C  -5.15  -1.11  -4.23  -0.07
C  -5.02  -2.34  -3.54  -0.07
C  -4.02  -2.19  -2.59  -0.14
H  1.07  -0.23  -4.32  0.07
H  0.59  0.88  -3.02  0.07
H  -1.27  -0.56  -4.26  0.09
H  -0.64  -1.95  -3.27  0.09
H  3.95  0.38  -0.57  0.09
H  5.98  1.89  -1.70  0.10
H  5.50  1.86  -4.42  0.10
H  3.18  0.57  -4.78  0.09
H  2.48  -3.94  -2.03  0.09
H  3.15  -5.45  -4.22  0.10
H  3.33  -3.68  -6.31  0.10
H  2.66  -1.28  -5.33  0.07
H  -2.21  1.83  -0.24  0.10
H  -1.51  4.29  -0.94  0.13
H  -1.87  4.35  -3.68  0.13
H  -2.13  1.72  -4.44  0.14
H  -4.09  0.81  -3.92  0.08
H  -5.80  -0.88  -5.06  0.11
H  -5.59  -3.24  -3.75  0.11
H  -3.63  -2.88  -1.85  0.10
Cl  -2.46  -2.24  4.25  0.77
C  -1.96  -1.29  5.59  -0.68
C  -0.86  -0.46  5.46  -0.32
C  -0.46  0.38  6.50  -0.65
Cl  0.95  1.34  6.28  0.82
C  -1.17  0.39  7.72  -0.66
Cl  -0.80  1.50  8.98  0.77
C  -2.23  -0.54  7.90  -0.61
Cl  -3.09  -0.58  9.38  0.84
C  -2.63  -1.39  6.83  -0.65
Cl  -3.89  -2.52  7.03  0.79

=====

Here are the calculated energy relative to the best compared isomer or geometry (same formula, charge and spin) numbers, same order: 315.4, 14.0, 158.2, 1.5, 0.0 (kcal/mol).
Here are the calculated energy numbers, same order: -195220.638, -11321.605, -8288.134, -59253.358, -125160.903 (eV).